Below is a 2-piece molecular cluster, C13H21ClN2O5PS overall at a distorted geometry, with properties calculated with ωB97M-V/def2-TZVPD.

```
44
Properties=species:S:1:pos:R:3
C -1.673 -2.476 -0.157
C -0.211 -2.312 -0.536
Cl -0.089 -1.851 -2.251
C 0.463 -1.230 0.303
C 1.951 -1.011 -0.062
C 2.906 -1.356 1.061
N 2.912 -0.318 2.184
S 4.571 -0.195 2.843
C 2.318 0.980 1.708
P 2.565 2.324 2.931
N 2.146 1.755 4.293
O 1.652 3.479 2.325
O 4.006 2.952 2.811
C 2.733 1.231 0.274
O 2.181 0.280 -0.601
H -2.217 -1.569 -0.404
H -2.119 -3.307 -0.693
H -1.754 -2.642 0.915
H 0.322 -3.249 -0.381
H -0.060 -0.290 0.131
H 0.351 -1.499 1.356
H 2.195 -1.717 -0.856
H 3.927 -1.428 0.698
H 2.662 -2.317 1.503
H 2.322 -0.661 2.943
H 4.236 -0.321 4.133
H 1.238 0.815 1.714
H 2.827 1.888 5.030
H 0.887 3.163 1.837
H 4.044 3.694 2.197
H 3.823 1.296 0.184
H 2.347 2.205 -0.023
C -5.648 0.013 -2.377
C -5.537 1.226 -2.910
C -4.335 1.618 -3.692
O -4.226 2.726 -4.167
C -3.266 0.600 -3.863
C -3.380 -0.614 -3.332
C -4.577 -1.001 -2.543
O -4.665 -2.102 -2.044
H -6.511 -0.294 -1.800
H -6.303 1.983 -2.802
H -2.402 0.906 -4.439
H -2.616 -1.372 -3.442
```

Highest occupied orbital energy (eV): -11.9
Gap between HOMO and LUMO (eV): 8.12
Net charge: +1

=====

Below is C3H5N3 as an isolated structure, with properties calculated with ωB97M-V/def2-TZVPD.

```
11
Properties=species:S:1:pos:R:3
N 1.852 -0.022 -0.059
C 0.493 -0.015 0.184
C -0.379 1.028 -0.148
N -1.615 0.718 -0.464
C -0.960 -1.266 0.272
N 0.000 -1.171 1.022
H 2.377 -0.602 0.583
H 2.138 -0.174 -1.017
H -0.007 2.054 -0.110
H -2.243 1.501 -0.247
H -1.655 -2.051 -0.016
```

Highest occupied orbital energy (alpha / beta) (eV): -7.3 / -7.3
Gap between HOMO and LUMO (alpha / beta) (eV): 7.97 / 7.97
Energy above the lowest of the compared OMol25 structures with the same formula, charge and spin (kcal/mol): 106.2

=====

Below is an isolated ion of composition C5H8N and charge +1 at a distorted geometry, with properties calculated with ωB97M-V/def2-TZVPD.

```
14
Properties=species:S:1:pos:R:3
C 1.408 -0.040 0.207
C 2.633 0.110 -0.322
C 0.401 1.135 0.386
C 0.456 -1.205 0.339
C -1.803 0.013 -0.330
N -0.616 0.014 0.611
H 3.167 -0.733 -0.825
H 3.291 0.942 -0.325
H 0.005 1.897 -0.324
H 0.162 -2.225 0.593
H -2.599 -0.763 -0.003
H -2.258 0.950 -0.485
H -1.256 -0.380 -1.254
H -0.753 0.081 1.643
```

Highest occupied orbital energy (alpha / beta) (eV): -13.9 / -13.5
Gap between HOMO and LUMO (alpha / beta) (eV): 8.01 / 7.66
Energy above the lowest of the compared OMol25 structures with the same formula, charge and spin (kcal/mol): 154.9
Net charge: +1

=====

Below is a 2-piece molecular cluster, C23H27F3N2O4S3 overall at a distorted geometry, with properties calculated with ωB97M-V/def2-TZVPD.

```
62
Properties=species:S:1:pos:R:3
C 0.551 1.496 3.367
C -0.800 2.161 3.123
C -1.895 1.136 2.756
C -1.411 -0.149 2.177
N -2.277 -1.126 2.073
C -3.698 -0.909 2.346
C -4.382 -2.263 2.107
C -3.269 -3.270 1.766
C -1.931 -2.533 1.868
C 0.029 -0.446 1.857
C 1.010 0.696 2.145
H 1.302 2.248 3.631
H 0.462 0.793 4.206
H -1.108 2.707 4.022
H -0.729 2.917 2.332
H -2.453 0.930 3.694
H -2.628 1.622 2.081
H -3.861 -0.585 3.390
H -4.113 -0.128 1.686
H -4.923 -2.570 3.011
H -5.100 -2.160 1.283
H -3.281 -4.118 2.454
H -3.400 -3.640 0.746
H -1.370 -2.668 0.931
H -1.309 -2.915 2.696
H 0.371 -1.284 2.494
H 1.100 1.335 1.252
H 2.005 0.275 2.358
F 1.160 -2.346 -2.161
C 1.492 -1.249 -1.459
F 2.747 -1.398 -1.002
F 1.437 -0.183 -2.259
S 0.175 -1.115 0.197
N -0.869 -0.043 -0.689
S 4.707 -0.249 0.794
C 4.660 1.421 -0.039
C 5.869 2.062 -0.263
C 5.861 3.363 -0.783
C 4.655 3.987 -1.102
C 3.445 3.304 -0.926
C 3.451 2.001 -0.406
O 4.153 -0.096 2.142
O 6.074 -0.731 0.690
S -2.178 -0.613 -1.451
C -1.796 -0.717 -3.208
C -1.878 0.406 -4.042
C -1.676 0.254 -5.416
C -1.399 -1.010 -5.953
C -1.314 -2.120 -5.108
C -1.523 -1.976 -3.737
O -2.491 -1.986 -1.092
O -3.202 0.393 -1.335
H 6.804 1.568 -0.022
H 6.810 3.879 -0.927
H 4.650 5.006 -1.498
H 2.493 3.773 -1.179
H 2.513 1.455 -0.299
H -2.113 1.375 -3.611
H -1.752 1.120 -6.078
H -1.253 -1.134 -7.033
H -1.102 -3.113 -5.514
H -1.501 -2.842 -3.081
```

Highest occupied orbital energy (eV): -5.9
Gap between HOMO and LUMO (eV): 3.19
Energy above the lowest of the compared OMol25 structures with the same formula, charge and spin (kcal/mol): 100.3

=====

Below is C21H12F3IIrNO5S as an isolated structure at a distorted geometry, with properties calculated with ωB97M-V/def2-TZVPD.

```
45
Properties=species:S:1:pos:R:3
Ir -0.103 -0.142 0.218
O -0.694 -0.497 -3.835
C -0.243 -0.376 -2.722
O -0.718 0.345 -1.749
C 1.065 -1.041 -2.377
C 1.843 -1.674 -3.359
C 3.057 -2.168 -2.999
C 3.507 -2.045 -1.662
C 4.770 -2.514 -1.232
C 5.154 -2.375 0.069
C 4.289 -1.769 1.007
C 3.065 -1.303 0.625
C 2.658 -1.425 -0.722
N 1.450 -0.926 -1.128
H 1.438 -1.735 -4.359
H 3.694 -2.657 -3.726
H 5.427 -2.983 -1.954
H 6.124 -2.732 0.391
H 4.601 -1.679 2.039
H 2.381 -0.850 1.330
I 1.187 2.248 -0.279
C 0.696 2.910 1.644
C 1.020 4.181 2.012
C 0.718 4.602 3.323
C 0.131 3.732 4.194
C -0.201 2.411 3.808
C -0.790 1.508 4.729
C -1.106 0.239 4.352
C -0.868 -0.185 3.025
C -0.301 0.648 2.088
C 0.066 1.974 2.483
H 1.501 4.854 1.314
H 0.966 5.610 3.627
H -0.091 4.042 5.209
H -0.980 1.848 5.741
H -1.547 -0.450 5.060
H -1.142 -1.195 2.751
F -2.930 -4.388 0.289
C -1.867 -4.011 0.987
F -1.138 -5.080 1.286
F -2.280 -3.448 2.125
S -0.862 -2.795 0.051
O 0.148 -2.376 1.047
O -0.363 -3.463 -1.108
O -1.798 -1.675 -0.161
```

Highest occupied orbital energy (alpha / beta) (eV): -8.3 / -8.6
Gap between HOMO and LUMO (alpha / beta) (eV): 7.01 / 7.12
Energy above the lowest of the compared OMol25 structures with the same formula, charge and spin (kcal/mol): 55.1

=====

Below is a 2-piece molecular cluster, C3H9NO2S2 overall at a distorted geometry, with properties calculated with ωB97M-V/def2-TZVPD.

```
17
Properties=species:S:1:pos:R:3
O -0.936 -3.031 -1.939
C -0.355 -1.961 -1.636
N -0.341 -1.694 -0.318
C 0.074 -0.419 0.257
C 1.614 -0.305 0.563
S 1.928 0.938 1.842
S 3.142 0.101 3.109
H 0.065 -1.338 -2.427
H -0.476 -2.533 0.256
H -0.224 0.467 -0.383
H -0.485 -0.268 1.216
H 1.944 -0.006 -0.455
H 1.980 -1.260 0.795
H 4.273 0.609 2.771
O -4.031 3.322 -0.943
H -3.684 3.133 -1.775
H -4.488 4.246 -0.932
```

Highest occupied orbital energy (eV): -9.3
Gap between HOMO and LUMO (eV): 9.77
SMILES: O=CNCCSS.O
Energy above the lowest of the compared OMol25 structures with the same formula, charge and spin (kcal/mol): 40.3